(1)
The following is a DFT calculation (ωB97M-V with the def2-TZVPD basis set) of 8 unconnected molecules or ions with the total composition C43H59ClINO29P2S.

Multiplicity   1
Largest force on an atom   0.025 hartree/bohr
E_HOMO   -8.8 eV
Orbital gap   7.8 eV

Cartesian coordinates (Å):
C: -6.386281 5.218629 1.052643
C: -5.954890 4.807705 -0.343446
O: -5.564537 3.457316 -0.482848
C: -4.529121 3.021833 0.367114
C: -3.228538 3.780960 0.225232
O: -2.748055 3.654581 -1.095966
C: -1.469047 4.238759 -1.270876
C: -0.390329 3.203328 -1.076919
C: 0.844597 3.419577 -0.604910
P: 1.679264 4.980613 -0.132774
N: 0.987196 5.222261 1.419662
O: 0.856503 6.057348 -1.077612
C: 1.695157 2.192138 -0.535806
O: 2.740823 2.142946 -1.134305
C: 1.031988 1.016817 0.139630
C: -0.225344 0.769131 -0.422982
C: -0.955517 -0.353312 -0.030110
I: -2.815617 -0.748929 -0.916217
C: -0.438388 -1.217936 0.951053
C: -1.229071 -2.462629 1.275521
C: -2.401693 -2.283376 2.251532
C: -2.036291 -1.674077 3.588546
O: -3.260401 -1.375572 4.250012
C: -3.018796 -0.811848 5.516411
C: 0.803212 -0.920563 1.577590
C: 1.191489 -1.896446 2.686536
Cl: 2.172669 -3.238864 2.009834
C: 1.763781 -1.345727 3.999974
C: 1.160476 -2.066959 5.216761
C: 1.559262 0.210125 1.152199
P: 3.164035 0.719684 1.868832
O: 3.644789 2.018439 1.066462
O: 2.807736 1.434634 3.260037
S: 4.571300 -0.594591 1.909443
C: -0.717519 1.777564 -1.430453
O: -1.273267 1.492667 -2.456313
H: -7.254482 4.653592 1.391052
H: -5.596336 5.105380 1.795862
H: -6.658639 6.275316 1.034027
H: -5.173440 5.484800 -0.711702
H: -6.802782 4.929018 -1.018583
H: -4.340865 1.984616 0.084562
H: -4.827836 3.006013 1.421481
H: -2.520890 3.370636 0.960399
H: -3.362534 4.842340 0.480034
H: -1.340598 5.002836 -0.501747
H: -1.427875 4.708718 -2.251889
H: 0.235944 5.901101 1.467381
H: 1.725685 5.498023 2.053815
H: 0.561375 6.815387 -0.562654
H: -0.589809 -3.248320 1.670109
H: -1.622670 -2.879822 0.350990
H: -2.833100 -3.271613 2.410637
H: -3.173642 -1.652471 1.811280
H: -1.470063 -0.736053 3.483040
H: -1.466965 -2.388808 4.185369
H: -2.325817 -1.419533 6.105647
H: -2.637915 0.213050 5.428174
H: -3.971703 -0.756702 6.044018
H: 0.290877 -2.411512 2.991450
H: 1.450553 -0.307380 4.062921
H: 2.842470 -1.437230 4.029654
H: 0.938707 -3.113612 5.011765
H: 0.206567 -1.598739 5.475299
H: 1.798147 -1.951791 6.091161
H: 4.320921 1.735538 0.432829
H: 3.474651 2.112318 3.435177
O: -0.866878 -4.756786 4.513538
C: -1.910369 -4.935491 5.055726
O: -2.392521 -6.143002 5.416047
C: -3.556564 -5.941842 6.224392
C: -4.010281 -4.560356 5.790640
O: -2.778509 -3.952083 5.390259
H: -4.286963 -6.721904 6.029926
H: -3.263281 -5.974427 7.275108
H: -4.680674 -4.586356 4.930764
H: -4.470652 -3.983580 6.588208
O: 0.555766 -3.834358 -6.368055
C: 0.097065 -2.775300 -6.074225
O: -0.881966 -2.145132 -6.753551
C: -1.331177 -1.020996 -5.970909
C: -0.119704 -0.744643 -5.103598
O: 0.486756 -2.042418 -5.007992
H: -1.598679 -0.193504 -6.614370
H: -2.200810 -1.320265 -5.391360
H: 0.590374 -0.062040 -5.574391
H: -0.379960 -0.368907 -4.117605
O: -3.014701 -5.298921 0.674256
C: -2.099755 -5.816961 0.111500
O: -0.819487 -5.398623 0.204508
C: 0.024924 -6.379603 -0.409818
C: -0.930189 -7.062390 -1.368875
O: -2.195449 -6.883017 -0.702267
H: 0.858873 -5.888348 -0.903633
H: 0.406382 -7.051458 0.360229
H: -0.975655 -6.554880 -2.334414
H: -0.710243 -8.115140 -1.534308
O: -3.689003 0.675350 -5.719331
C: -3.956424 1.605620 -6.405442
O: -5.207078 2.032720 -6.682593
C: -5.118949 3.298173 -7.343736
C: -3.723225 3.250815 -7.938659
O: -3.038535 2.386876 -7.026021
H: -5.906322 3.389045 -8.086485
H: -5.229477 4.089241 -6.600549
H: -3.707952 2.796275 -8.930431
H: -3.232572 4.219151 -7.978999
O: 8.234754 5.269725 -0.037430
C: 7.157798 5.142649 -0.527787
O: 6.372834 6.167888 -0.924492
C: 5.265425 5.631859 -1.661285
C: 5.189523 4.214963 -1.130064
O: 6.552000 3.959877 -0.756747
H: 4.367707 6.213423 -1.472183
H: 5.502161 5.668094 -2.725626
H: 4.558567 4.137539 -0.243466
H: 4.853830 3.493133 -1.869286
O: 8.998923 6.369663 6.440205
C: 9.077866 6.116223 5.282933
O: 8.560688 6.876351 4.289789
C: 9.048487 6.378087 3.036810
C: 9.385061 4.940163 3.374609
O: 9.693841 5.024948 4.772222
H: 8.290678 6.471222 2.265908
H: 9.927671 6.955597 2.747734
H: 8.534225 4.270621 3.241271
H: 10.234024 4.550828 2.821321
O: 0.233212 -9.732821 -2.390311
C: 0.440444 -9.565365 -3.551154
O: 1.331970 -10.259740 -4.284241
C: 1.138223 -9.926362 -5.665556
C: 0.479369 -8.561735 -5.575533
O: -0.186669 -8.639721 -4.307647
H: 2.091262 -9.917117 -6.185970
H: 0.486904 -10.676510 -6.115966
H: 1.203069 -7.746787 -5.540624
H: -0.239492 -8.368549 -6.365960

Force components x, y, z for each atom (eV/Å):
0.005 0.102 0.095
-0.143 0.163 -0.076
-0.082 0.013 0.122
0.171 -0.355 -0.197
-0.095 0.059 0.273
0.052 0.092 -0.135
-0.346 -0.189 0.350
0.222 0.259 0.281
-0.644 -0.062 -0.160
0.369 -0.199 0.162
0.399 0.290 -0.274
-0.182 -0.026 0.020
-0.062 -0.031 -0.350
-0.143 -0.085 -0.576
-0.066 0.034 -0.057
-0.221 -0.266 0.091
0.499 0.226 -0.006
0.024 0.073 -0.086
0.048 0.166 -0.174
0.065 -0.336 0.411
0.110 0.254 -0.087
-0.512 -0.002 -0.088
0.201 0.013 0.126
-0.339 0.107 -0.001
-0.254 0.033 -0.264
-0.048 0.219 0.329
0.128 -0.062 -0.067
-0.367 -0.300 0.097
-0.314 0.332 -0.132
-0.232 -0.132 0.290
0.951 -0.846 0.258
0.248 0.131 0.768
-0.442 0.099 -0.175
-0.409 0.143 -0.089
0.147 -0.030 0.166
-0.051 -0.005 -0.223
0.015 -0.078 -0.031
0.042 -0.006 -0.027
-0.037 0.002 0.018
0.104 -0.079 0.048
0.032 -0.061 -0.051
-0.044 0.010 -0.037
-0.031 0.173 0.010
0.060 -0.076 -0.069
0.025 0.020 -0.054
0.137 0.207 -0.204
0.033 -0.071 -0.069
-0.218 -0.264 0.145
-0.142 0.073 0.175
0.050 0.140 -0.143
0.084 0.003 -0.169
-0.005 0.064 -0.023
-0.080 0.010 -0.013
-0.035 -0.025 -0.023
0.143 -0.063 -0.084
0.114 0.146 0.053
0.067 0.008 -0.004
0.184 -0.037 0.006
-0.011 -0.048 -0.014
-0.041 0.124 -0.126
0.354 0.203 0.040
0.138 0.282 -0.186
0.286 -0.095 0.121
0.006 -0.077 -0.005
0.105 -0.203 -0.015
-0.080 0.120 -0.117
0.010 -0.048 0.140
0.028 0.022 -0.008
-0.017 -0.005 -0.080
-0.019 -0.029 0.046
-0.098 0.024 0.052
-0.164 0.015 0.008
0.075 -0.271 0.114
0.078 -0.046 -0.116
0.016 0.024 -0.003
0.021 -0.024 -0.021
0.116 0.087 0.004
0.015 -0.064 -0.010
-0.034 0.020 0.039
-0.011 0.042 0.009
0.200 -0.072 0.032
-0.113 0.131 0.084
0.024 0.037 0.013
0.012 -0.075 -0.150
-0.019 -0.008 0.007
-0.006 -0.030 -0.044
0.037 -0.132 0.067
-0.023 0.005 0.023
-0.011 0.012 -0.009
0.061 0.008 0.078
0.093 -0.062 -0.138
0.112 -0.025 -0.044
0.037 -0.066 -0.048
-0.043 0.110 0.031
-0.056 -0.010 0.022
-0.025 0.050 0.025
-0.273 0.170 0.203
-0.123 0.043 0.036
-0.004 0.030 0.040
-0.031 0.024 -0.016
0.012 0.117 -0.046
-0.059 0.057 -0.073
0.011 0.029 -0.042
-0.036 -0.139 0.019
0.030 -0.002 0.011
-0.023 -0.018 0.004
0.081 -0.035 0.111
0.081 0.030 0.130
-0.057 -0.068 -0.016
-0.005 0.051 -0.031
-0.084 -0.077 -0.050
-0.178 -0.008 -0.076
0.047 0.040 -0.010
0.057 0.057 0.127
0.038 -0.014 0.002
0.033 0.042 -0.048
0.125 -0.070 0.041
-0.007 0.012 0.044
-0.003 -0.017 -0.010
0.009 -0.005 -0.028
-0.002 -0.024 -0.171
-0.029 0.001 -0.113
0.006 -0.031 -0.031
-0.070 0.049 0.077
0.021 -0.015 0.023
-0.020 0.017 0.006
0.080 0.006 0.114
0.141 -0.220 -0.094
-0.006 0.039 0.042
0.014 -0.042 -0.057
-0.036 0.044 -0.116
0.097 0.012 -0.110
-0.017 0.033 -0.039
0.075 -0.011 0.132
-0.025 0.007 0.014
0.007 -0.004 0.012
-0.111 -0.014 0.097

=====

(2)
The following is a DFT calculation (ωB97M-V with the def2-TZVPD basis set) of 6 unconnected molecules or ions with the total composition C43H59N7O8.

Multiplicity   1
Largest force on an atom   0.019 hartree/bohr
E_HOMO   -8.4 eV
Orbital gap   7.5 eV

Cartesian coordinates (Å):
O: -0.178690 4.377182 2.612564
C: -0.000977 3.839021 1.549307
C: -0.047853 2.348460 1.371426
C: -0.453319 1.587747 2.632105
C: -0.709602 0.166929 2.244334
C: 0.058526 -0.898034 2.510729
C: 1.310659 -0.895006 3.294634
C: 2.405046 -0.122027 2.925188
C: 3.575050 -0.181544 3.674566
C: 3.599147 -1.032387 4.771936
N: 2.563216 -1.786741 5.145143
C: 1.448224 -1.720256 4.422191
C: -0.377750 -2.218114 1.951186
O: -0.178710 -3.269583 2.515585
C: -1.082015 -2.180246 0.636738
C: -0.895053 -3.331871 -0.292981
C: 0.600136 -3.663815 -0.466351
C: 1.257539 -3.055388 -1.678257
C: 0.673906 -3.107827 -2.944839
C: 1.353896 -2.610509 -4.049057
C: 2.615717 -2.045085 -3.906001
C: 3.194241 -1.971912 -2.646777
C: 2.515273 -2.473734 -1.545339
C: -1.851357 -1.116832 0.399566
C: -1.941661 -0.057982 1.418686
O: -2.950080 0.591917 1.589282
N: 0.241755 4.613179 0.400947
C: 0.585509 3.950107 -0.829625
C: -0.448741 3.567169 -1.673003
C: -0.164728 2.859042 -2.829550
C: 1.145254 2.546319 -3.158603
C: 2.181507 2.957967 -2.332464
C: 1.899944 3.659928 -1.166231
H: 0.923931 2.007946 1.016907
H: -0.746397 2.124239 0.565241
H: 0.329224 1.628637 3.384569
H: -1.348961 2.037330 3.051713
H: 2.361657 0.504113 2.045171
H: 4.443352 0.401472 3.411618
H: 4.492715 -1.111650 5.375218
H: 0.620785 -2.335684 4.737100
H: -1.433995 -4.198056 0.085614
H: -1.330494 -3.050695 -1.245425
H: 1.148140 -3.323936 0.406491
H: 0.745703 -4.740650 -0.508347
H: -0.291072 -3.575260 -3.089085
H: 0.898883 -2.673104 -5.027050
H: 3.142883 -1.643885 -4.759359
H: 4.161816 -1.510516 -2.522062
H: 2.965609 -2.413202 -0.564942
H: -2.437874 -1.013451 -0.502291
H: 0.950142 5.302567 0.636676
H: -1.469437 3.808993 -1.414694
H: -0.971427 2.546436 -3.476172
H: 1.368100 1.980734 -4.047479
H: 3.197892 2.718300 -2.592690
H: 2.699033 3.967824 -0.504428
C: 2.397244 -5.930059 3.657201
N: 2.583437 -5.243271 2.395191
C: 3.207290 -5.689951 1.273151
C: 3.791094 -7.084264 1.309289
O: 3.274504 -4.987890 0.277613
H: 1.336327 -6.048804 3.882321
H: 2.860141 -5.375908 4.475214
H: 2.849624 -6.915189 3.613957
H: 2.199221 -4.314680 2.304819
H: 4.240286 -7.281502 0.341419
H: 4.554479 -7.170421 2.083230
H: 3.017785 -7.828150 1.503232
C: -8.707497 0.935245 1.571617
N: -8.437100 -0.390999 1.055145
C: -7.229026 -0.966897 0.809167
C: -5.995921 -0.142606 1.093190
O: -7.161017 -2.103856 0.368658
H: -9.258251 0.885220 2.512502
H: -9.294883 1.520443 0.861808
H: -7.774853 1.458233 1.752646
H: -9.219944 -0.989129 0.844249
H: -5.123850 -0.742445 0.862214
H: -5.974901 0.759531 0.481249
H: -5.946439 0.153368 2.140985
C: 7.857543 3.417234 -3.061460
N: 6.456026 3.155916 -3.324665
C: 5.909843 2.137597 -4.039065
C: 6.856381 1.134483 -4.656476
O: 4.699808 2.044402 -4.173211
H: 8.060948 3.414694 -1.989627
H: 8.156334 4.385621 -3.465245
H: 8.470320 2.652008 -3.525022
H: 5.776888 3.800635 -2.951768
H: 6.262279 0.396690 -5.186212
H: 7.535903 1.617519 -5.359128
H: 7.449602 0.632258 -3.891654
C: -5.973738 -5.429768 -1.284926
N: -4.639511 -5.451483 -1.854912
C: -3.875834 -4.399830 -2.243284
C: -4.470809 -3.018595 -2.080791
O: -2.749789 -4.567930 -2.686828
H: -5.979725 -5.877872 -0.290801
H: -6.675284 -5.978264 -1.915541
H: -6.323724 -4.407501 -1.192299
H: -4.191350 -6.344563 -1.985876
H: -3.738071 -2.297461 -2.431170
H: -5.382359 -2.911444 -2.669082
H: -4.711256 -2.813901 -1.036069
C: -2.476964 7.301056 1.354285
N: -1.100452 7.532079 0.974537
C: -0.403897 8.693438 0.961643
C: -1.131975 9.949763 1.385364
O: 0.769822 8.714390 0.621679
H: -2.533234 6.605023 2.193069
H: -3.045642 6.881582 0.522159
H: -2.945000 8.234469 1.650026
H: -0.552809 6.735861 0.687308
H: -0.435186 10.778906 1.318624
H: -1.985467 10.146295 0.735637
H: -1.491590 9.866095 2.411377

Force components x, y, z for each atom (eV/Å):
0.124 0.146 0.329
-0.264 0.134 -0.105
-0.275 -0.190 0.052
0.174 -0.085 0.080
0.075 -0.011 0.082
-0.060 0.076 -0.019
0.091 -0.139 0.363
0.216 -0.017 0.088
-0.431 -0.281 0.104
-0.145 0.075 -0.172
-0.029 0.015 -0.064
0.346 0.378 -0.228
-0.205 0.056 0.067
0.246 -0.128 0.112
-0.176 0.195 -0.234
0.224 0.158 0.039
-0.131 0.069 -0.180
-0.001 0.118 -0.096
0.255 -0.077 0.014
0.109 0.048 0.083
-0.069 0.032 0.106
-0.274 -0.025 -0.030
-0.041 0.162 -0.114
0.175 -0.215 -0.036
-0.040 -0.180 -0.024
0.041 0.344 -0.077
0.951 -0.308 -0.062
-0.391 -0.027 -0.042
0.158 -0.067 -0.052
-0.008 -0.049 -0.039
0.062 0.069 0.145
-0.179 0.120 0.203
-0.061 -0.046 -0.068
0.125 0.000 -0.140
-0.008 -0.007 -0.124
0.049 0.138 0.071
-0.138 -0.011 0.029
-0.072 0.044 -0.082
0.059 0.054 -0.031
0.068 -0.042 0.091
-0.081 -0.094 0.083
-0.049 -0.080 0.051
-0.189 -0.201 -0.131
0.151 -0.154 0.061
-0.038 -0.117 0.026
-0.127 -0.020 0.058
-0.045 0.005 -0.080
-0.002 0.002 -0.110
0.129 0.031 0.018
0.068 -0.103 0.079
-0.180 -0.028 -0.019
-0.281 0.322 0.067
-0.071 0.065 0.071
-0.070 -0.019 -0.054
0.042 -0.072 -0.156
0.150 -0.055 -0.114
0.075 0.024 0.055
-0.022 0.092 -0.067
0.083 -0.001 -0.012
-0.152 -0.002 0.175
0.025 0.026 -0.047
0.154 -0.013 -0.030
-0.014 -0.007 -0.018
0.016 0.006 0.001
0.008 -0.034 0.015
-0.080 -0.014 0.051
0.004 0.011 -0.020
-0.012 -0.022 0.018
0.005 -0.009 0.027
-0.033 -0.095 -0.032
0.010 -0.014 0.004
-0.015 0.161 0.016
-0.068 -0.120 -0.023
0.035 -0.103 -0.063
0.023 0.001 0.014
0.025 0.009 -0.011
0.010 0.032 0.011
-0.012 -0.011 -0.002
0.026 -0.008 -0.006
0.015 0.023 0.024
0.019 0.033 -0.003
-0.123 0.030 -0.004
0.047 0.045 0.058
-0.009 -0.059 -0.054
-0.043 -0.023 -0.004
0.074 0.010 0.014
0.010 -0.027 0.004
0.016 -0.007 -0.024
0.035 -0.009 -0.003
-0.006 0.011 -0.015
-0.020 0.008 0.006
0.029 -0.004 0.011
0.028 0.005 -0.009
0.078 0.002 -0.061
-0.025 -0.070 -0.007
-0.053 0.121 0.121
0.098 -0.010 -0.006
0.018 -0.032 -0.074
0.006 0.018 0.021
-0.005 0.011 -0.015
-0.044 0.046 0.059
0.015 -0.006 0.001
0.030 -0.009 -0.040
-0.038 0.015 0.061
-0.105 -0.001 -0.021
0.115 -0.040 0.014
0.013 0.041 -0.076
-0.044 0.025 0.048
0.050 0.010 -0.019
0.008 -0.013 -0.003
0.006 0.012 0.015
-0.015 0.027 -0.013
-0.032 0.014 0.009
-0.161 -0.113 0.024
0.020 0.001 -0.006
-0.025 -0.003 0.019
-0.028 0.000 -0.002

=====

| no. | lowest unoccupied orbital energy (eV) |
| --- | --- |
| 1 | -0.94 |
| 2 | -0.94 |